A.
A structure of composition H24NeO12. Source: the Open Molecules 2025 dataset; level of theory: wB97M-V/def2-TZVPD.

XYZ file:
```
37
H24NeO12 | the Open Molecules 2025 dataset | wB97M-V/def2-TZVPD
Ne 1.4004 -17.4998 -16.9236
O -1.0345 -15.9714 -17.5742
H -1.0980 -16.3696 -16.7061
H -1.8852 -16.1411 -17.9789
O 0.1358 -17.9654 -19.6317
H -0.2854 -17.4286 -18.9604
H 0.1332 -18.8507 -19.2676
O 0.9862 -14.2184 -15.2636
H 1.5510 -14.2177 -16.0364
H 1.5904 -14.1483 -14.5246
O 5.2570 -19.4001 -17.7229
H 4.6418 -18.9855 -18.3278
H 4.7419 -19.5672 -16.9337
O 5.0972 -16.3535 -15.6097
H 6.0066 -16.1961 -15.3557
H 5.1167 -16.3824 -16.5662
O 0.7717 -19.7427 -15.0762
H 1.4892 -19.1300 -15.2374
H 1.1013 -20.5855 -15.3882
O 3.3131 -18.1934 -19.3375
H 3.1538 -17.7052 -20.1452
H 2.4884 -18.6477 -19.1650
O -0.4969 -16.5714 -14.7086
H -0.1538 -17.2634 -15.2740
H -0.0164 -15.7864 -14.9714
O 2.5215 -14.4585 -17.6762
H 3.4615 -14.3117 -17.5706
H 2.4565 -15.0939 -18.3891
O 3.3576 -18.5247 -15.4843
H 3.8484 -18.9843 -14.8031
H 3.6928 -17.6285 -15.4584
O 0.5330 -20.6164 -18.8249
H 1.1677 -21.3325 -18.8492
H -0.0221 -20.8132 -18.0704
O 1.5111 -15.6689 -20.0930
H 1.2521 -16.5784 -19.9447
H 0.6846 -15.1987 -20.2022
```

E_LUMO: -0.0379 eV
HOMO-LUMO gap: 10.76 eV

B.
A structure of composition H24NeO12. Source: the Open Molecules 2025 dataset; level of theory: wB97M-V/def2-TZVPD.

XYZ file:
```
37
H24NeO12 | the Open Molecules 2025 dataset | wB97M-V/def2-TZVPD
Ne -14.9720 -13.3403 5.2009
O -14.1537 -15.8921 4.4695
H -13.5304 -15.1726 4.5694
H -14.2175 -16.0247 3.5237
O -17.9877 -12.7973 6.0388
H -17.7897 -12.8019 6.9753
H -17.8252 -13.6968 5.7547
O -15.7864 -12.7801 1.6924
H -16.1278 -13.6226 1.3927
H -16.5495 -12.3247 2.0480
O -12.0916 -13.6517 4.3615
H -11.5978 -14.1087 3.6806
H -11.4980 -13.6258 5.1120
O -13.8626 -16.7744 7.3003
H -13.7558 -17.6902 7.0433
H -13.7814 -16.2845 6.4820
O -15.9916 -9.9718 4.2205
H -15.4308 -10.6562 4.5858
H -15.5122 -9.6510 3.4566
O -17.1984 -15.5912 4.9697
H -16.3237 -15.2047 4.9278
H -17.3840 -15.8628 4.0708
O -12.4426 -10.4372 6.6123
H -13.3081 -10.5756 6.9969
H -11.8302 -10.7192 7.2917
O -16.9330 -12.5881 8.6984
H -16.3266 -13.3048 8.8853
H -17.6072 -12.6618 9.3738
O -14.8573 -10.7174 8.0498
H -15.1414 -9.8404 7.7922
H -15.6538 -11.1449 8.3646
O -13.5165 -11.5211 3.3696
H -14.2856 -11.9804 3.0325
H -13.0068 -12.1995 3.8125
O -17.9501 -11.2504 2.5808
H -18.2893 -12.0218 3.0347
H -17.3273 -10.8642 3.1966
```

E_LUMO: -0.1602 eV
HOMO-LUMO gap: 10.50 eV

In order of decreasing stability: A, B.

A.
A cluster of 2 separate species, C7H13N2S in total. Source: the Open Molecules 2025 dataset; level of theory: wB97M-V/def2-TZVPD.

XYZ file:
```
23
C7H13N2S | the Open Molecules 2025 dataset | wB97M-V/def2-TZVPD
C 1.0996 -2.4044 0.3576
C 0.2650 -1.5474 0.5930
C -1.4657 -0.8459 2.0563
C -1.3688 -0.0983 -0.4681
C 0.1802 0.7925 1.4277
C 0.9052 1.9333 -2.2746
C -0.5767 -0.4163 0.8528
N 1.7600 -0.2691 -1.8870
N 1.0043 0.6130 -1.6864
S 2.6688 -1.4621 -1.5402
H 1.4773 -3.2978 0.1326
H -2.1056 -0.0072 2.3377
H -2.0683 -1.6787 1.8335
H -0.9036 -1.1549 2.8948
H -2.3852 0.3588 -0.1201
H -0.6870 0.6520 -1.0202
H -1.3966 -0.9522 -1.0870
H -0.5996 1.5582 1.6055
H 0.6763 0.3550 2.3511
H 1.0506 1.0933 0.6700
H 1.1630 2.0365 -3.3139
H -0.0986 2.1966 -2.1635
H 1.4056 2.5452 -1.5515
```

E_LUMO: -6.3567 eV
net charge: +1
HOMO-LUMO gap: 7.24 eV

B.
The ion C7H13N2S with charge +1. Source: the Open Molecules 2025 dataset; level of theory: wB97M-V/def2-TZVPD.

XYZ file:
```
23
C7H13N2S | the Open Molecules 2025 dataset | wB97M-V/def2-TZVPD
C 2.6017 -0.5699 1.3719
C 1.9806 -0.7527 0.2116
S 1.6099 0.6214 -0.7922
C -0.2287 0.3743 -0.8296
C -0.9557 1.5160 -1.6367
C -0.6077 -1.1228 -1.4658
N -0.7832 -1.7894 -0.1904
C -0.8934 -0.9695 0.8188
N -0.7168 0.2822 0.5287
C -0.6529 1.3967 1.4487
H 2.9268 -1.3688 1.9330
H 2.9964 0.3691 1.7336
H 1.9889 -1.7314 -0.3276
H -2.0981 1.3551 -1.7230
H -0.7407 1.4318 -2.7024
H -0.8256 2.4377 -1.1586
H -1.5325 -1.0306 -1.9487
H 0.1664 -1.5901 -2.0981
H -0.9304 -2.8079 -0.2500
H -1.1913 -1.2602 1.9449
H -1.5022 2.0576 1.2702
H 0.3427 1.9359 1.3198
H -0.9543 1.2156 2.5418
```

E_LUMO: -3.0232 eV
net charge: +1
SMILES: C=CS[C@@]1(C)CNC=[N+]1C
HOMO-LUMO gap: 9.76 eV

In order of decreasing stability: B, A.

A.
A cluster of 2 separate species, H2N2O3S in total. Source: the Open Molecules 2025 dataset; level of theory: wB97M-V/def2-TZVPD.

XYZ file:
```
8
H2N2O3S | the Open Molecules 2025 dataset | wB97M-V/def2-TZVPD
N -1.6909 1.6858 0.0078
N 1.5041 -0.1203 -0.0436
O -2.6125 1.1871 -0.4574
O -0.1778 -1.4592 1.3657
O -0.5579 -1.2435 -1.0698
S -0.1081 -0.6525 0.2302
H 1.4376 0.6910 -0.7607
H 2.2056 -0.0885 0.7276
```

E_LUMO (spin up / spin down): -0.4723 / -1.7759 eV
HOMO-LUMO gap (spin up / spin down): 8.97 / 7.38 eV

B.
A cluster of 2 separate species, H2N2O3S in total. Source: the Open Molecules 2025 dataset; level of theory: wB97M-V/def2-TZVPD.

XYZ file:
```
8
H2N2O3S | the Open Molecules 2025 dataset | wB97M-V/def2-TZVPD
N 1.2094 1.2307 -0.5878
N -1.2151 -0.1855 0.0716
O -1.8223 0.7701 0.3771
O -1.1968 -0.8003 -0.9493
O 0.5682 -1.7589 1.0963
S -0.2030 -0.6207 1.4878
H 1.8658 0.6492 -0.1236
H 0.7938 0.7154 -1.3720
```

E_LUMO (spin up / spin down): -3.7129 / -3.7123 eV
HOMO-LUMO gap (spin up / spin down): 5.52 / 5.52 eV

In order of decreasing stability: A, B.

A.
The molecule H2N2O3S. Source: the Open Molecules 2025 dataset; level of theory: wB97M-V/def2-TZVPD.

XYZ file:
```
8
H2N2O3S | the Open Molecules 2025 dataset | wB97M-V/def2-TZVPD
N 0.4641 -0.6949 -0.7318
N 0.4032 0.5785 -0.5055
O 1.1764 1.4740 -0.7902
S -0.9979 0.7855 1.1295
O -1.9797 -0.0746 0.5122
O 0.0946 0.3101 1.9587
H 1.2241 -1.3189 -1.1627
H -0.3849 -1.0597 -0.4102
```

E_LUMO: -0.2553 eV
SMILES: N[N+]([O-])=S(=O)=O
HOMO-LUMO gap: 9.72 eV

B.
A cluster of 2 separate species, H2N2O3S in total. Source: the Open Molecules 2025 dataset; level of theory: wB97M-V/def2-TZVPD.

XYZ file:
```
8
H2N2O3S | the Open Molecules 2025 dataset | wB97M-V/def2-TZVPD
N 0.6156 1.2238 -0.1487
N 0.3204 0.1273 0.0087
O 4.1357 1.0007 -2.7118
O 3.2001 -0.2534 -0.8534
O -1.0653 -0.3392 0.3166
S 3.7361 0.9935 -1.3351
H 0.8438 -0.7635 -0.0091
H -1.6516 0.4277 0.3625
```

E_LUMO: -1.2212 eV
HOMO-LUMO gap: 8.43 eV

In order of decreasing stability: A, B.